Record 1
The following is a quantum chemistry calculation of a cluster of 2 separate species, CH8N2 in total at a distorted geometry, from the Open Molecules 2025 dataset.

## Properties
ΔE to the lowest compared entry with this formula, charge and spin (eV): 0.2850
Structure (SMILES): CN.N
HOMO-LUMO gap (eV): 9.7

The geometry in XYZ format:
```
11
Properties=species:S:1:pos:R:3:forces:R:3
H 1.157 -0.234 2.802 -0.39 -0.23 0.00
H -0.927 -0.393 -2.250 0.04 -0.12 0.33
H 2.251 0.389 0.942 -0.29 0.62 -0.09
N 0.562 -0.214 1.995 0.89 0.92 0.26
C 1.218 0.107 0.735 -0.62 -1.37 0.48
H -1.984 0.515 -2.996 -0.28 0.01 -0.24
H -0.343 -0.624 2.058 -0.05 -0.22 -0.15
H 0.616 0.822 0.169 0.52 0.25 -0.06
H -1.983 0.534 -1.408 0.11 -0.04 0.33
N -1.895 -0.095 -2.193 0.13 0.15 -0.41
H 1.327 -0.808 0.148 -0.07 0.02 -0.45
```
Forces are in eV/Å.


Record 2
The following is a quantum chemistry calculation of a cluster of 2 separate species, C5H12N in total at a distorted geometry, from the Open Molecules 2025 dataset.

## Properties
ΔE to the lowest compared entry with this formula, charge and spin (eV): 3.8307
Total charge: +1
HOMO-LUMO gap (eV): 7.6

The geometry in XYZ format:
```
18
Properties=species:S:1:pos:R:3:forces:R:3
H -3.138 -1.681 -2.616 -0.07 0.00 -0.01
C 0.800 2.578 1.056 -0.53 0.18 -0.35
H -1.649 -1.267 -1.739 -0.21 -0.06 -0.27
N -0.646 -1.682 0.353 0.40 0.37 -0.41
H 0.482 0.341 -0.854 -0.33 -0.02 -0.02
H 1.462 3.334 1.472 0.13 -0.27 0.14
H -0.039 2.390 1.721 0.02 0.21 0.12
C 0.688 0.253 0.211 0.58 0.83 -0.61
H -0.897 -2.459 0.968 -0.12 0.02 0.07
C 0.155 -0.861 0.919 -0.05 -0.55 1.27
H 0.486 -0.970 1.954 -0.02 0.00 -0.03
H 2.432 1.404 0.182 -0.19 0.23 -0.35
H -1.823 -0.832 -3.453 0.00 -0.15 -0.11
H 0.417 2.974 0.118 -0.06 -0.02 -0.07
C -2.060 -1.584 -2.702 0.17 0.17 0.31
H 1.957 0.844 1.762 -0.24 0.24 0.09
H -1.627 -2.551 -2.950 0.00 0.08 -0.15
C 1.560 1.249 0.826 0.52 -1.24 0.38
```
Forces are in eV/Å.


Record 3
The following is a quantum chemistry calculation of a cluster of 2 separate species, C4H13NO in total at a distorted geometry, from the Open Molecules 2025 dataset.

## Properties
<S²>: 0.7541
ΔE to the lowest compared entry with this formula, charge and spin (eV): 0.9525
Total charge: +1
HOMO-LUMO gap (spin up / spin down) (eV): 10.0 / 4.9
Multiplicity: 2

The geometry in XYZ format:
```
19
Properties=species:S:1:pos:R:3:forces:R:3
H 0.540 -0.122 -1.753 0.08 -0.03 -0.05
H 3.550 5.056 3.456 -0.10 -0.44 0.08
C -0.923 -1.359 -0.779 -1.58 2.58 -0.53
C -0.286 -2.691 -1.120 -0.48 -0.69 1.72
H -0.405 2.095 -1.145 -0.03 -0.10 -0.27
H -0.551 -3.339 -0.269 0.27 -0.29 -0.25
H 0.105 -1.174 1.104 -0.09 0.65 0.12
C -0.530 -0.081 -1.537 1.60 0.52 -0.33
H -2.000 -1.341 -0.911 -0.27 -0.84 -0.06
N -0.826 -1.075 0.684 0.75 -2.64 -0.64
C -0.809 1.177 -0.726 -0.12 -0.28 0.45
H -1.549 -1.576 1.222 0.07 0.83 0.22
H -1.876 1.289 -0.585 -0.29 0.25 0.08
H -1.017 0.041 -2.509 -0.10 -0.64 0.19
H -0.352 1.096 0.271 0.01 0.07 0.08
O 3.252 4.133 3.486 0.05 0.30 -0.09
H 0.791 -2.708 -1.200 0.21 0.35 -0.25
H -0.788 -3.169 -1.949 -0.01 0.28 -0.48
H 3.674 3.748 4.260 0.04 0.12 0.00
```
Forces are in eV/Å.


Record 4
The following is a quantum chemistry calculation of a structure of composition C44H57N2O2P4RuS at a distorted geometry, from the Open Molecules 2025 dataset.

## Properties
<S²>: 6.0839
Total charge: +3
HOMO-LUMO gap (spin up / spin down) (eV): 6.5 / 6.0
Multiplicity: 5

The geometry in XYZ format:
```
111
Properties=species:S:1:pos:R:3:forces:R:3
H 2.171 -1.439 3.078 -0.01 0.00 0.00
O -1.758 -0.883 10.005 -0.11 -0.12 0.14
H -1.744 4.430 0.223 -0.02 -0.01 0.03
H -4.562 -0.345 11.455 0.01 -0.04 -0.06
C -2.467 1.675 0.190 0.15 -0.03 0.06
N -3.100 0.060 3.550 -0.71 0.13 -0.03
C -3.491 -1.772 7.265 0.05 -0.04 0.12
C -1.146 1.538 3.856 -0.05 0.14 -0.54
C 1.205 3.260 1.646 -0.05 -0.05 -0.01
C 0.029 3.230 0.663 0.00 -0.26 -0.06
C -3.229 -0.508 4.718 0.60 0.11 -0.22
C 0.636 -1.581 -2.508 0.01 0.18 -0.08
H 4.767 0.455 2.104 0.03 -0.01 0.03
H -1.385 -2.077 7.190 0.07 0.05 -0.03
C -2.395 -2.838 1.320 0.11 0.06 0.11
C 1.833 -4.050 -2.931 0.07 0.00 0.03
C -1.370 1.614 5.229 0.18 -0.14 0.33
H -1.518 1.842 -4.076 -0.01 -0.02 -0.06
P -0.764 1.563 0.832 0.14 0.10 -0.24
C -0.983 4.325 0.997 0.01 -0.03 -0.05
H -2.923 -2.663 2.258 -0.02 0.03 0.00
Ru 0.453 -0.260 0.104 0.49 0.95 0.17
H -2.959 0.714 0.347 -0.03 0.01 -0.05
H -0.461 5.280 1.073 0.00 0.00 0.01
P 0.004 0.093 -2.195 -0.02 -0.46 -0.66
H 1.796 2.343 1.583 0.06 0.05 -0.01
C -3.479 0.989 -4.140 -0.05 0.08 -0.04
H 3.259 -3.468 -1.443 0.00 0.01 0.02
H -4.530 -1.698 -2.364 0.01 0.00 -0.01
H -2.463 1.901 -0.877 0.02 -0.04 0.00
C -0.974 -1.061 3.361 -0.22 0.30 -0.13
C -0.878 -4.335 2.679 0.01 0.06 0.00
H 4.275 0.913 -2.545 -0.01 -0.03 -0.02
C -2.729 -0.302 10.357 0.16 0.17 -0.61
P 0.040 -1.744 1.980 -0.24 -0.68 0.56
H 0.854 3.383 2.672 0.02 -0.01 0.00
H 5.416 2.879 -0.450 0.00 0.02 0.00
H -3.402 3.080 7.506 -0.01 -0.03 0.02
H 0.102 -4.809 2.732 0.01 0.03 0.01
O 2.651 0.539 0.098 -0.69 -0.14 0.05
H -2.935 -3.607 0.768 -0.01 -0.02 0.01
P 4.110 0.885 -0.145 0.36 0.03 0.02
C -0.949 -3.298 1.561 0.03 0.23 -0.20
H -2.429 -1.912 0.734 -0.06 -0.03 -0.05
C 2.369 -3.184 -1.991 -0.03 -0.14 0.02
H -2.409 3.479 5.332 -0.02 -0.01 0.00
C -4.324 -0.006 -3.671 0.01 0.03 0.00
H 0.601 2.127 -3.397 0.08 -0.01 -0.01
C -2.172 2.556 5.846 -0.06 0.00 -0.10
H -3.232 0.475 12.254 0.05 0.02 -0.06
H 2.086 -3.005 2.258 -0.01 -0.01 0.00
H 2.308 -5.005 -3.114 -0.03 -0.01 -0.01
C -1.084 0.339 5.938 0.00 0.17 0.03
C -3.868 -0.927 -2.734 -0.02 -0.04 0.04
H 1.853 4.107 1.415 -0.01 0.03 0.00
H 4.293 3.026 0.917 -0.01 0.04 -0.01
H 1.288 2.598 -0.980 0.02 0.05 -0.05
H -5.572 -1.753 6.860 0.03 -0.05 0.01
H -1.610 -5.118 2.468 0.01 0.00 -0.04
H -0.318 3.180 -1.483 0.04 0.06 -0.03
H -3.592 -2.354 8.170 -0.06 0.02 0.07
C 0.981 1.107 -3.346 -0.09 0.19 0.27
H -3.211 -1.291 12.160 0.01 -0.01 -0.05
C 1.530 -2.296 2.872 0.05 0.09 -0.21
C 0.511 3.341 -0.787 -0.06 -0.05 0.12
C -4.587 -1.465 6.516 0.01 0.00 -0.01
H -0.538 -3.221 -0.573 0.08 -0.01 -0.10
H -0.031 0.070 5.864 -0.01 -0.07 -0.02
C -2.593 1.133 7.810 0.12 -0.26 0.44
C 5.156 0.157 1.131 -0.15 0.16 -0.29
C -1.612 0.101 7.360 0.03 -0.01 -0.12
C -4.483 -0.794 5.286 -0.21 0.01 0.15
C -1.773 0.186 3.156 0.38 0.11 0.35
C -2.166 1.062 -3.698 0.07 -0.04 0.06
H 5.780 0.366 -1.797 0.00 -0.01 -0.01
H -2.184 -1.588 -1.574 -0.07 -0.07 -0.01
H 2.249 -1.240 -1.089 -0.08 -0.16 -0.17
C -2.123 -1.336 6.887 -0.03 0.05 -0.06
C -1.699 0.123 -2.782 0.07 -0.07 0.15
N -1.117 -1.642 4.484 0.43 -0.36 0.07
H 1.241 -2.766 3.811 -0.03 -0.04 -0.01
H -1.119 -3.908 3.648 -0.02 -0.02 0.10
H 2.013 1.125 -3.001 0.01 0.00 -0.01
H -5.365 -0.524 4.721 0.01 0.00 -0.01
C 0.702 -3.687 -3.656 -0.07 0.00 -0.03
H 3.686 3.172 -0.749 0.02 0.02 -0.03
H 0.916 4.336 -0.979 0.00 0.02 0.04
H 5.148 -0.929 1.049 0.00 -0.01 0.01
H -3.015 2.447 0.727 -0.01 0.00 -0.01
C -0.379 -3.891 0.273 0.03 0.06 0.02
H -0.775 -2.174 -4.022 0.00 -0.02 -0.02
C 0.100 -2.456 -3.451 -0.03 -0.05 0.11
H 6.180 0.519 1.026 0.01 -0.03 0.02
H -0.888 -4.832 0.056 -0.02 0.01 0.03
H -0.827 0.022 8.110 -0.05 -0.01 0.04
H 0.295 -4.364 -4.396 0.02 0.00 0.00
C -1.933 -0.895 5.417 -0.34 0.09 -0.06
H -1.474 4.133 1.953 -0.02 0.09 0.00
C 4.404 2.665 -0.105 -0.03 -0.35 0.02
C 4.692 0.293 -1.751 -0.03 0.16 0.30
H -3.841 1.710 -4.862 0.00 -0.01 0.00
C -2.560 -0.862 -2.288 0.09 0.11 -0.03
C -3.486 -0.384 11.627 -0.10 -0.04 0.39
H -5.339 -0.067 -4.040 -0.01 0.01 0.03
S -3.519 1.011 9.249 -0.04 0.08 -0.08
C -1.191 1.412 2.560 -0.12 -0.58 0.25
H 4.395 -0.744 -1.903 0.04 0.01 0.00
C 1.771 -1.951 -1.775 0.00 0.20 0.15
H 0.935 0.644 -4.331 -0.04 -0.01 0.00
C -2.760 2.310 7.096 -0.11 0.17 -0.15
H 0.686 -4.111 0.361 0.03 0.01 -0.05
```
Forces are in eV/Å.


Record 5
The following is a quantum chemistry calculation of a structure of composition C3H8BrFMgSi at a distorted geometry, from the Open Molecules 2025 dataset.

## Properties
Total charge: +2
HOMO-LUMO gap (eV): 7.9

The geometry in XYZ format:
```
15
Properties=species:S:1:pos:R:3:forces:R:3
H -0.653 -0.333 1.688 0.07 -0.21 0.52
Si 0.886 0.735 0.084 0.63 -0.22 1.37
F -2.460 0.693 -0.853 -0.01 -0.17 -0.92
H -1.262 1.246 1.161 -0.18 0.47 0.56
H -1.277 -0.893 -0.817 0.09 -1.24 1.15
H -2.581 -0.877 0.441 -0.41 -0.33 -0.06
H 1.308 2.097 0.415 -0.17 0.10 -0.26
H 2.047 -1.378 -0.270 0.10 -0.52 -0.20
C -1.833 -0.289 -0.061 0.52 0.18 0.54
H 3.133 -0.111 0.251 0.64 0.10 0.02
Mg -1.451 -0.502 -2.470 -0.11 1.32 -0.88
H 2.089 -0.932 1.428 0.05 -0.08 0.49
Br 0.697 0.785 -2.265 -0.55 -0.27 -0.38
C 2.173 -0.560 0.420 -0.93 0.56 -0.64
C -0.815 0.319 0.847 0.25 0.31 -1.31
```
Forces are in eV/Å.


Record 6
The following is a quantum chemistry calculation of a cluster of 2 separate species, C16H17N in total at a distorted geometry, from the Open Molecules 2025 dataset.

## Properties
ΔE to the lowest compared entry with this formula, charge and spin (eV): 2.8172
Structure (SMILES): Cc1c[nH]c2ccccc12.Cc1ccccc1
HOMO-LUMO gap (eV): 8.7

The geometry in XYZ format:
```
34
Properties=species:S:1:pos:R:3:forces:R:3
H 4.593 0.897 1.767 0.29 -1.76 -1.11
H -4.367 0.576 -3.733 1.10 0.41 -0.21
H -3.639 3.008 -3.169 -0.04 -0.86 0.55
N -2.898 3.516 -0.476 0.15 -0.38 1.99
C 3.213 -3.812 -0.312 1.30 -2.17 -3.74
C -2.774 1.797 1.070 0.09 1.44 2.20
H -3.563 -1.246 -2.558 -0.08 -0.10 0.85
C 4.710 -2.470 1.169 0.61 0.64 -2.65
H -2.655 3.894 1.692 0.24 1.73 1.33
C -3.163 -0.068 -0.637 0.06 -2.60 -2.24
H -3.539 0.990 3.023 -1.07 0.26 0.31
H 5.350 -3.292 1.441 -0.58 -0.68 0.41
C 4.505 -0.097 1.180 -1.37 3.82 -0.19
C 3.677 -0.074 0.042 -0.23 0.77 0.05
H 3.717 -4.893 -0.311 -0.16 2.65 0.49
H 2.353 -3.947 0.298 -1.04 0.11 0.12
H -1.870 1.465 2.911 -0.08 0.84 0.74
H 5.717 -1.076 2.459 0.88 -0.40 0.97
H -3.015 -0.949 0.050 -0.26 1.05 -0.79
H -3.287 4.441 -0.780 0.75 -1.65 0.27
C -3.486 2.120 -2.518 0.97 0.99 2.11
C -2.988 1.228 -0.177 -0.05 0.97 -2.68
C -3.039 2.287 -1.141 -1.42 1.17 -1.13
H 3.210 0.906 -0.336 0.85 -1.70 0.63
H -2.249 0.047 2.441 -0.09 -1.58 -1.23
C -3.701 0.828 -2.889 -1.30 -1.36 -0.11
C 5.078 -1.229 1.637 -0.31 -0.16 0.62
C -2.706 3.201 0.937 -1.04 -3.78 -3.57
C -2.695 1.005 2.383 1.71 1.88 -0.40
C 3.890 -2.526 0.006 -0.24 1.26 1.86
H 3.014 -3.690 -1.437 -0.72 -0.55 1.57
C -3.467 -0.294 -2.039 0.37 1.55 2.01
H 2.689 -1.257 -1.424 0.49 -0.47 0.46
C 3.385 -1.283 -0.567 0.20 -1.36 0.52
```
Forces are in eV/Å.